DFT (the ωB97M-V functional and the def2-TZVPD basis) results for 16 unconnected molecules or ions with the total composition C27H64Br22O5.

```
118
Properties=species:S:1:pos:R:3:forces:R:3
C 0.752 0.716 3.100 1.6 -0.1 -0.6
O 0.534 1.297 1.800 -0.1 -0.2 0.5
H 1.751 0.209 3.049 -0.7 0.4 0.0
H 0.831 1.498 3.846 -0.2 0.1 0.3
H 0.062 -0.065 3.407 -0.5 0.2 -0.2
H -0.114 2.025 1.857 0.0 -0.4 0.3
C -6.689 3.624 2.713 -0.5 -0.1 -0.1
O -5.828 3.922 1.661 -0.2 0.5 -1.6
H -6.843 4.564 3.230 -0.4 0.0 0.6
H -7.649 3.226 2.320 0.5 0.3 0.2
H -6.265 2.871 3.359 0.0 -0.2 0.5
H -4.956 3.572 1.761 0.7 -0.5 0.3
C -2.416 2.014 3.756 0.1 0.3 0.8
O -1.632 2.880 2.936 0.1 -0.7 -0.4
H -3.462 2.359 3.786 0.2 -0.1 0.0
H -2.415 0.969 3.386 0.3 0.7 -0.2
H -2.015 1.991 4.797 -0.3 0.0 -0.6
H -1.440 3.729 3.359 -0.2 -0.1 0.3
C 0.565 5.445 3.029 0.6 -1.5 -0.4
O -0.572 5.399 3.841 -0.8 0.7 1.1
H 0.367 5.925 2.081 0.0 0.0 -0.3
H 1.441 5.884 3.481 0.2 0.4 0.4
H 0.799 4.372 2.909 0.3 0.5 -0.6
H -0.561 6.136 4.464 -0.2 -0.2 -0.2
C -0.066 0.443 -0.911 -0.2 -0.3 0.4
O 1.359 0.463 -0.719 -0.7 0.5 0.8
H -0.244 -0.134 -1.799 -0.1 -0.3 -0.4
H -0.573 -0.065 -0.064 0.3 0.3 -0.4
H -0.569 1.420 -1.074 0.7 -0.3 0.3
H 1.442 0.761 0.218 0.0 -0.2 -0.6
Br 1.983 -2.297 -5.160 0.3 -0.1 -0.3
C 0.791 -1.142 -4.186 -0.6 0.7 -0.2
C -0.315 -0.760 -5.130 0.2 1.2 -0.8
Br -1.517 0.508 -4.260 -0.1 0.0 0.1
H 1.321 -0.208 -3.909 -0.1 -0.9 0.4
H 0.323 -1.741 -3.389 0.7 0.5 0.0
H -0.909 -1.597 -5.417 -0.4 -0.6 -0.2
H 0.014 -0.194 -6.029 0.0 -0.6 0.7
Br 1.977 2.943 -4.903 0.2 -0.1 0.2
C 0.830 3.662 -3.490 1.9 1.2 0.7
C 1.391 3.400 -2.092 -0.7 0.2 -0.8
Br 0.253 4.360 -0.792 0.1 -0.3 -0.4
H -0.074 3.192 -3.697 -1.6 -0.6 0.1
H 0.806 4.741 -3.622 -0.3 -0.1 -0.4
H 2.387 3.809 -1.965 0.0 -0.2 0.0
H 1.310 2.349 -1.880 0.3 -0.3 0.5
Br 3.518 4.349 0.656 0.5 -0.3 0.2
C 3.588 2.595 1.569 0.9 0.2 -0.7
C 4.521 1.633 0.845 0.4 0.4 0.5
Br 4.487 -0.195 1.592 -0.2 0.5 0.0
H 2.564 2.325 1.533 -0.8 -0.6 0.2
H 3.927 2.824 2.559 0.0 0.0 0.5
H 5.569 1.956 0.900 -0.4 -0.1 0.0
H 4.244 1.508 -0.178 -0.2 -0.1 -0.6
Br -2.846 3.734 -3.580 -0.1 0.2 -0.1
C -2.715 4.516 -5.372 -0.7 -1.3 0.1
C -1.671 3.784 -6.155 0.6 1.2 -1.1
Br -1.726 4.444 -8.049 0.2 0.3 0.5
H -2.552 5.558 -5.206 0.5 0.6 -0.1
H -3.680 4.390 -5.828 -0.4 0.0 -0.1
H -1.752 2.752 -6.415 -0.6 -0.7 0.9
H -0.688 3.988 -5.759 0.3 0.0 -0.2
Br 4.122 0.266 -2.733 -0.5 0.4 0.0
C 5.780 -0.578 -3.167 1.2 -0.4 0.3
C 6.815 0.466 -3.529 -0.6 -0.2 -0.2
Br 8.622 -0.188 -3.471 0.3 -0.4 0.0
H 5.607 -1.258 -4.008 0.0 -0.1 0.5
H 6.146 -1.061 -2.258 -0.5 -0.4 -0.3
H 6.785 1.286 -2.834 -0.1 0.4 0.0
H 6.636 0.739 -4.549 0.1 0.7 -0.4
Br -0.628 -2.654 1.774 -0.1 0.0 0.1
C -0.114 -4.059 3.024 -0.6 0.0 0.6
C -1.347 -4.922 3.364 0.0 1.4 -0.9
Br -0.894 -6.205 4.676 0.2 -0.6 0.6
H 0.321 -3.504 3.868 -0.4 -0.5 -0.1
H 0.653 -4.685 2.586 0.1 0.2 -0.3
H -1.695 -5.435 2.469 0.2 -0.1 0.0
H -2.198 -4.329 3.707 0.3 0.0 0.2
Br -2.740 -7.891 -2.469 -0.2 0.1 0.1
C -1.975 -6.233 -1.790 0.9 0.0 -0.8
C -2.407 -5.089 -2.667 -1.6 0.3 0.6
Br -1.661 -3.373 -2.146 0.2 0.1 0.2
H -0.916 -6.377 -1.974 0.2 0.0 0.6
H -2.225 -6.126 -0.740 0.0 0.0 -0.1
H -3.490 -4.940 -2.569 0.3 0.0 -0.2
H -2.166 -5.186 -3.704 0.3 -0.4 -0.5
Br -3.150 2.493 -0.536 0.1 -0.1 0.7
C -4.368 1.135 -1.170 -0.9 0.4 0.2
C -5.719 1.131 -0.445 0.4 -0.3 0.2
Br -5.621 0.241 1.300 0.2 0.2 0.1
H -3.887 0.163 -1.183 0.1 0.0 0.2
H -4.508 1.465 -2.184 -0.3 -0.1 -0.5
H -6.421 0.473 -0.945 0.0 0.2 -0.4
H -6.167 2.112 -0.261 0.4 -0.2 -0.2
Br 6.739 -6.188 1.113 -0.8 0.6 0.4
C 5.123 -5.561 2.176 1.8 -1.1 0.8
C 5.246 -4.150 2.631 -1.3 1.5 0.4
Br 3.356 -3.645 3.345 1.2 -0.3 -0.5
H 5.183 -6.247 3.026 -0.3 0.2 -0.2
H 4.270 -5.793 1.589 -0.6 0.1 -0.7
H 5.420 -3.397 1.857 -0.1 -0.4 0.0
H 5.842 -3.901 3.517 0.1 -0.6 -0.5
Br 1.521 -4.725 -0.074 -0.3 -0.7 0.0
C 1.809 -2.963 -0.763 1.3 0.7 0.1
C 2.764 -2.993 -1.947 -0.5 0.9 0.6
Br 4.434 -3.809 -1.486 0.7 0.1 0.1
H 2.277 -2.401 0.057 -0.4 -0.1 -0.2
H 0.858 -2.522 -1.032 -0.2 0.0 0.0
H 2.953 -1.971 -2.329 -0.1 -0.7 0.5
H 2.380 -3.577 -2.739 -0.4 -0.6 -0.7
Br -5.439 -2.336 4.066 0.8 0.4 0.5
C -4.189 -1.247 5.203 -0.3 0.0 -1.1
C -2.900 -1.943 5.486 1.4 0.7 -1.0
Br -1.901 -1.017 6.899 -0.1 0.4 0.0
H -4.734 -1.026 6.087 -0.5 0.2 0.6
H -3.998 -0.345 4.608 -0.2 -0.3 0.3
H -2.244 -1.839 4.581 -0.5 -0.7 0.9
H -2.915 -2.916 5.926 -0.5 -0.7 -0.4
```
Positions in Å, forces in eV/Å.

Output
LUMO   0.1 eV
HOMO-LUMO gap   9.81 eV
Maximum force   0.046 hartree/bohr

***

DFT (the ωB97M-V functional and the def2-TZVPD basis) results for 2 unconnected molecules or ions with the total composition C4H8O2.

```
14
Properties=species:S:1:pos:R:3:forces:R:3
C 0.204 -0.055 2.394 1.9 -0.6 2.8
O 1.005 -0.846 2.911 -1.6 1.1 -1.3
H -0.881 -0.197 2.582 0.2 0.1 -0.7
H 0.587 0.931 2.049 -0.4 -0.6 -0.3
O -1.939 -0.173 -0.598 -1.6 0.3 0.0
C -0.605 -0.028 -0.148 1.1 0.3 -5.1
H -1.986 0.096 -1.525 0.2 0.0 0.3
H -0.344 -1.065 0.123 0.7 1.2 1.0
H -0.433 0.993 0.242 0.1 -1.3 0.9
C 0.395 0.227 -1.630 -0.6 -0.4 2.1
C 1.820 0.242 -1.244 0.3 0.1 0.0
H 0.025 1.191 -2.028 0.0 -0.2 0.1
H 0.118 -0.568 -2.355 -0.3 -0.1 0.3
H 2.036 -0.749 -0.770 -0.1 0.1 -0.2
```
Positions in Å, forces in eV/Å.

Output
Net charge   -1
LUMO (alpha / beta)   3.7 / 3.7 eV
HOMO-LUMO gap (alpha / beta)   4.88 / 5.25 eV
Spin multiplicity   2
⟨S²⟩   0.7562
Maximum force   0.101 hartree/bohr
Energy above the lowest of the compared OMol25 structures with the same formula, charge and spin   4.3483 eV

***

DFT (the ωB97M-V functional and the def2-TZVPD basis) results for C5H10O2 in the gas phase.

```
17
Properties=species:S:1:pos:R:3:forces:R:3
C 1.394 -0.770 -0.948 0.0 0.0 0.0
C 0.001 -0.731 -0.352 0.1 -0.1 -0.1
C -0.909 0.490 -0.666 -0.3 -0.2 0.0
O -0.214 1.673 -0.993 0.1 0.0 -0.3
C -1.310 0.532 0.817 -0.1 0.1 0.1
C -0.126 -0.404 1.154 -0.2 -0.3 0.0
O 1.036 0.264 1.592 0.0 0.2 0.3
H 1.356 -0.905 -2.036 0.0 0.0 0.1
H 1.972 -1.598 -0.526 -0.1 0.1 -0.1
H 1.927 0.157 -0.721 0.0 -0.1 0.0
H -0.548 -1.654 -0.574 0.1 0.1 0.0
H -1.721 0.299 -1.384 0.1 0.1 0.1
H 0.252 1.523 -1.825 0.0 0.1 0.1
H -2.286 0.074 1.008 0.2 0.0 0.0
H -1.279 1.530 1.265 0.0 -0.1 0.0
H -0.356 -1.257 1.811 0.1 0.2 -0.1
H 0.810 0.776 2.377 0.1 -0.1 -0.1
```
Positions in Å, forces in eV/Å.

Output
LUMO   0.9 eV
HOMO-LUMO gap   10.37 eV
Maximum force   0.006 hartree/bohr
Energy above the lowest of the compared OMol25 structures with the same formula, charge and spin   1.8987 eV

***

Number 1: electronic energy -58071.6194 Eh. Number 2: electronic energy -307.4730 Eh. Number 3: electronic energy -346.9557 Eh.